46
Properties=species:S:1:pos:R:3:forces:R:3 method="wB97M-V/def2-TZVPD" homo_lumo_gap_ev=3.598 e_homo_ev=-11.48 total_charge=+1 max_force_ev_per_a=17.99 spin_multiplicity=1 relative_energy_kj_mol=2072.7
In -12.1180 1.4490 20.0917 2.35 6.71 16.53
C -13.4998 1.7904 16.4950 4.28 -0.19 7.05
C -13.8228 0.7802 15.6552 1.09 -1.26 -5.29
C -13.9466 -0.6420 16.1424 -1.45 -2.06 -10.56
O -14.1899 -1.6243 15.2554 3.18 5.99 3.04
C -13.7628 -0.9872 17.4169 2.25 0.92 7.72
C -13.2770 0.0254 18.4410 -5.41 1.78 -0.95
C -13.2699 1.6015 17.9789 -1.96 -3.38 -5.83
O -13.0252 2.4780 18.8218 -2.61 3.00 -3.42
O -12.7635 -0.2378 19.5581 -7.42 -7.20 -0.15
O -13.9244 1.1586 14.3987 1.38 -5.06 2.97
H -13.4234 2.8394 16.2498 1.70 -0.80 -0.31
H -13.9576 -1.9928 17.7594 -0.38 0.42 0.56
C -16.4147 -1.5537 17.2802 -0.85 -0.27 1.60
C -15.7476 -2.5745 16.4544 -1.24 -0.03 -1.72
O -16.3045 -3.7821 16.7167 -1.86 -2.16 1.38
S -16.5445 -3.9060 18.3375 1.14 -1.72 -1.60
O -15.3672 -4.5712 18.8925 -1.90 1.95 -0.41
O -17.8368 -4.5009 18.5053 1.20 1.41 0.40
O -16.4393 -2.2628 18.5014 0.24 -1.09 2.98
H -17.4477 -1.2082 17.2407 0.01 -0.02 -1.54
H -15.7661 -0.6778 17.2962 -0.37 0.31 0.87
H -14.7054 -2.6714 16.7585 -1.14 -0.50 -0.87
H -15.9903 -2.2798 15.4335 0.53 -0.81 -0.35
C -15.0125 2.9375 15.5636 -1.86 2.80 1.38
C -15.4212 2.6052 17.0461 -1.35 1.45 0.37
O -16.5041 3.4736 17.4317 -0.56 -0.28 -2.12
S -17.3500 3.9556 16.0524 -0.98 -0.14 -0.51
O -17.5369 5.3938 16.1471 0.88 -2.54 -0.31
O -18.5280 3.1212 15.7769 2.93 1.42 0.77
O -16.0994 3.4489 14.9566 -5.61 1.89 0.37
H -14.7329 2.1022 14.9216 -0.77 1.86 0.05
H -14.3058 3.7622 15.4707 0.51 0.18 0.43
H -14.6138 2.7397 17.7659 -1.82 1.58 -0.32
H -15.6162 1.5390 17.1617 -1.28 -0.03 -0.14
C -8.9143 -1.2336 16.6169 -0.79 -1.14 0.67
C -8.9107 -2.0245 18.0043 1.50 0.22 -2.65
O -9.8718 -1.3958 18.8100 -2.63 1.77 1.42
S -10.9933 -0.5447 18.0000 6.42 -1.70 -3.27
O -11.4172 0.7338 18.6033 12.42 -3.61 -10.68
O -12.0419 -1.4714 17.5486 3.57 -0.92 -0.51
O -9.9063 -0.2635 16.7325 -4.58 2.37 2.49
H -9.3423 -1.8966 15.8650 1.27 -0.10 -0.49
H -8.0727 -0.5695 16.4197 0.55 -1.10 -0.29
H -7.8895 -1.9054 18.3664 -0.47 -0.07 0.91
H -9.1572 -3.0700 17.8194 -0.11 0.15 0.33